The following is a quantum chemistry calculation of a 20-piece molecular cluster, C46H78Cl25O19P overall in a non-equilibrium geometry, from the Open Molecules 2025 dataset.

Last columns: bonded neighbours and bond lengths (Å).
CARTESIAN COORDINATES (ANGSTROEM)
1 C -2.366 0.244 -3.971  C2 1.560, H18 1.090, H19 1.090, H20 1.090
2 C -0.973 -0.368 -3.627  C1 1.560, C3 1.484, H21 1.090, H22 1.090
3 C -0.736 -0.124 -2.182  C2 1.484, C4 1.566, H23 1.090, H24 1.090
4 C 0.763 -0.396 -1.823  C3 1.566, P5 1.809, H25 1.090, H26 1.090
5 P 1.065 -0.079 -0.067  C4 1.809, C6 1.848, C10 1.831, C14 1.839
6 C 0.301 -1.401 0.974  P5 1.848, C7 1.505, H27 1.090, H28 1.090
7 C 0.703 -2.797 0.582  C6 1.505, C8 1.550, H29 1.090, H30 1.090
8 C -0.447 -3.748 1.005  C7 1.550, C9 1.538, H31 1.090, H32 1.090
9 C -0.334 -4.068 2.506  C8 1.538, H33 1.090, H34 1.090, H35 1.090
10 C 2.868 -0.005 0.236  P5 1.831, C11 1.550, H36 1.090, H37 1.090
11 C 3.467 -1.122 -0.656  C10 1.550, C12 1.554, H38 1.090, H39 1.090
12 C 5.021 -1.100 -0.608  C11 1.554, C13 1.552, H40 1.090, H41 1.090
13 C 5.507 -1.721 0.729  C12 1.552, H42 1.090, H43 1.090, H44 1.090
14 C 0.426 1.573 0.428  P5 1.839, C15 1.608, H45 1.090, H46 1.090
15 C -1.125 1.606 0.847  C14 1.608, C16 1.518, H47 1.090, H48 1.090
16 C -1.740 2.969 1.107  C15 1.518, C17 1.530, H49 1.090, H50 1.090
17 C -3.240 3.207 0.919  C16 1.530, H51 1.090, H52 1.090, H53 1.090
18 H -3.112 0.021 -3.208  C1 1.090
19 H -2.807 -0.370 -4.757  C1 1.090
20 H -2.472 1.282 -4.287  C1 1.090
21 H -0.160 0.108 -4.175  C2 1.090
22 H -0.888 -1.438 -3.819  C2 1.090
23 H -1.388 -0.831 -1.669  C3 1.090
24 H -1.068 0.891 -1.963  C3 1.090
25 H 1.491 0.262 -2.297  C4 1.090
26 H 0.972 -1.443 -2.043  C4 1.090
27 H -0.741 -1.154 0.771  C6 1.090
28 H 0.293 -1.108 2.024  C6 1.090
29 H 1.659 -3.127 0.989  C7 1.090
30 H 0.806 -2.856 -0.501  C7 1.090
31 H -0.384 -4.611 0.343  C8 1.090
32 H -1.364 -3.284 0.643  C8 1.090
33 H 0.490 -4.723 2.791  C9 1.090
34 H -1.289 -4.490 2.816  C9 1.090
35 H -0.223 -3.132 3.053  C9 1.090
36 H 3.155 -0.092 1.284  C10 1.090
37 H 3.173 0.935 -0.224  C10 1.090
38 H 3.226 -0.993 -1.711  C11 1.090
39 H 3.028 -2.096 -0.440  C11 1.090
40 H 5.355 -0.064 -0.661  C12 1.090
41 H 5.347 -1.676 -1.474  C12 1.090
42 H 5.028 -1.355 1.637  C13 1.090
43 H 6.590 -1.665 0.830  C13 1.090
44 H 5.392 -2.801 0.635  C13 1.090
45 H 0.519 2.341 -0.340  C14 1.090
46 H 1.072 1.897 1.245  C14 1.090
47 H -1.311 0.918 1.672  C15 1.090
48 H -1.703 1.176 0.028  C15 1.090
49 H -1.328 3.777 0.501  C16 1.090
50 H -1.480 3.395 2.076  C16 1.090
51 H -3.488 2.892 -0.095  C17 1.090
52 H -3.319 4.288 0.806  C17 1.090
53 H -3.884 2.738 1.663  C17 1.090
54 Cl 5.471 1.831 -3.812  O55 1.434, O56 1.421, O57 1.426, O58 1.394
55 O 6.593 2.406 -4.493  Cl54 1.434
56 O 5.446 2.206 -2.441  Cl54 1.421
57 O 4.224 2.281 -4.337  Cl54 1.426
58 O 5.448 0.465 -4.088  Cl54 1.394
59 C -3.662 8.849 -2.289  C60 1.365, C65 1.480, H69 1.080
60 C -2.732 7.909 -1.952  C59 1.365, C61 1.529, O68 1.335
61 C -2.838 6.915 -0.794  C60 1.529, O62 1.219, C63 1.443
62 O -1.992 6.130 -0.404  C61 1.219
63 C -4.109 7.038 -0.122  C61 1.443, C64 1.353, H70 1.080
64 C -5.098 7.900 -0.450  C63 1.353, C65 1.558, O67 1.343
65 C -5.003 8.874 -1.662  C59 1.480, C64 1.558, O66 1.251
66 O -5.908 9.636 -2.067  C65 1.251
67 O -6.259 7.850 0.224  C64 1.343, H71 0.960
68 O -1.638 7.751 -2.701  C60 1.335, H72 0.960
69 H -3.478 9.448 -3.169  C59 1.080
70 H -4.428 6.146 0.397  C63 1.080
71 H -6.785 8.652 0.189  O67 0.960
72 H -1.071 7.167 -2.193  O68 0.960
73 C 8.253 0.108 2.764  C74 1.359, C79 1.485, H83 1.080
74 C 8.063 0.640 1.528  C73 1.359, C75 1.511, O82 1.350
75 C 7.538 2.043 1.331  C74 1.511, O76 1.247, C77 1.425
76 O 7.480 2.680 0.260  C75 1.247
77 C 6.992 2.487 2.571  C75 1.425, C78 1.328, H84 1.080
78 C 7.130 1.935 3.770  C77 1.328, C79 1.431, O81 1.388
79 C 7.759 0.679 4.043  C73 1.485, C78 1.431, O80 1.244
80 O 7.974 0.088 5.116  C79 1.244
81 O 6.674 2.653 4.867  C78 1.388, H85 0.960
82 O 8.355 0.004 0.374  C74 1.350, H86 0.960
83 H 8.782 -0.834 2.784  C73 1.080
84 H 6.692 3.520 2.474  C77 1.080
85 H 7.005 2.262 5.680  O81 0.960
86 H 8.362 0.611 -0.369  O82 0.960
87 C -2.021 -7.235 4.595  C88 1.332, C93 1.497, H97 1.080
88 C -1.240 -6.842 5.599  C87 1.332, C89 1.523, O96 1.413
89 C -1.619 -7.056 7.059  C88 1.523, O90 1.256, C91 1.463
90 O -1.037 -6.899 8.161  C89 1.256
91 C -2.954 -7.633 7.208  C89 1.463, C92 1.368, H98 1.080
92 C -3.712 -8.081 6.161  C91 1.368, C93 1.513, O95 1.388
93 C -3.344 -7.928 4.701  C87 1.497, C92 1.513, O94 1.226
94 O -3.863 -8.282 3.648  C93 1.226
95 O -4.946 -8.702 6.291  C92 1.388, H99 0.960
96 O 0.036 -6.312 5.301  C88 1.413, H100 0.960
97 H -1.700 -6.963 3.601  C87 1.080
98 H -3.219 -7.846 8.233  C91 1.080
99 H -5.375 -8.669 5.433  O95 0.960
100 H 0.597 -6.160 6.066  O96 0.960
101 O 1.146 2.579 -4.112  H102 0.957, H103 0.957
102 H 1.794 2.162 -4.680  O101 0.957
103 H 1.550 2.576 -3.244  O101 0.957
104 O 2.558 2.672 -1.950  H105 0.957, H106 0.957
105 H 3.426 2.452 -2.287  O104 0.957
106 H 2.686 3.493 -1.475  O104 0.957
107 O -3.570 -4.765 -0.264  H108 0.957, H109 0.957
108 H -3.346 -4.604 0.653  O107 0.957
109 H -4.131 -4.029 -0.506  O107 0.957
110 C 8.795 -3.528 -0.308  Cl111 1.768, Cl112 1.793, H113 1.090, H114 1.090
111 Cl 9.844 -4.901 0.066  C110 1.768
112 Cl 7.325 -4.125 -1.143  C110 1.793
113 H 8.583 -2.969 0.603  C110 1.090
114 H 9.264 -2.819 -0.991  C110 1.090
115 C -2.052 7.215 3.322  Cl116 1.783, Cl117 1.801, H118 1.090, H119 1.090
116 Cl -3.234 5.882 3.245  C115 1.783
117 Cl -0.597 6.610 4.194  C115 1.801
118 H -1.797 7.423 2.282  C115 1.090
119 H -2.354 8.164 3.763  C115 1.090
120 C -3.832 -2.925 4.385  Cl121 1.772, Cl122 1.734, H123 1.090, H124 1.090
121 Cl -2.433 -1.839 4.415  C120 1.772
122 Cl -3.893 -3.815 2.898  C120 1.734
123 H -3.951 -3.534 5.282  C120 1.090
124 H -4.709 -2.278 4.410  C120 1.090
125 C 2.281 -3.673 -5.791  Cl126 1.829, Cl127 1.763, H128 1.090, H129 1.090
126 Cl 1.153 -5.107 -5.912  C125 1.829
127 Cl 1.572 -2.425 -4.767  C125 1.763
128 H 3.267 -3.912 -5.394  C125 1.090
129 H 2.386 -3.332 -6.821  C125 1.090
130 C -1.858 3.885 -3.756  Cl131 1.717, Cl132 1.757, H133 1.090, H134 1.090
131 Cl -1.516 3.436 -2.135  C130 1.717
132 Cl -3.359 4.786 -3.901  C130 1.757
133 H -1.030 4.560 -3.972  C130 1.090
134 H -1.748 3.119 -4.524  C130 1.090
135 C 3.620 -5.185 -1.977  Cl136 1.871, Cl137 1.769, H138 1.090, H139 1.090
136 Cl 1.902 -5.474 -1.294  C135 1.871
137 Cl 3.883 -6.444 -3.191  C135 1.769
138 H 3.753 -4.198 -2.419  C135 1.090
139 H 4.342 -5.370 -1.181  C135 1.090
140 C -1.587 2.479 -8.205  Cl141 1.808, Cl142 1.833, H143 1.090, H144 1.090
141 Cl -1.817 1.504 -9.710  C140 1.808
142 Cl -2.798 2.004 -6.914  C140 1.833
143 H -0.545 2.442 -7.888  C140 1.090
144 H -1.817 3.479 -8.572  C140 1.090
145 C -2.157 -4.912 -3.811  Cl146 1.775, Cl147 1.740, H148 1.090, H149 1.090
146 Cl -0.939 -3.943 -2.959  C145 1.775
147 Cl -3.312 -3.789 -4.468  C145 1.740
148 H -1.773 -5.468 -4.667  C145 1.090
149 H -2.671 -5.591 -3.130  C145 1.090
150 C 2.311 -1.156 5.219  Cl151 1.721, Cl152 1.804, H153 1.090, H154 1.090
151 Cl 2.168 -1.554 3.551  C150 1.721
152 Cl 3.839 -0.257 5.554  C150 1.804
153 H 1.393 -0.634 5.490  C150 1.090
154 H 2.423 -2.049 5.834  C150 1.090
155 C -5.072 0.164 1.414  Cl156 1.729, Cl157 1.813, H158 1.090, H159 1.090
156 Cl -4.635 -1.079 0.294  C155 1.729
157 Cl -6.843 0.131 1.799  C155 1.813
158 H -4.513 0.115 2.349  C155 1.090
159 H -4.878 1.152 0.998  C155 1.090
160 C -7.061 0.482 -1.978  Cl161 1.820, Cl162 1.800, H163 1.090, H164 1.090
161 Cl -8.597 1.289 -2.528  C160 1.820
162 Cl -5.710 1.316 -2.826  C160 1.800
163 H -6.963 0.618 -0.901  C160 1.090
164 H -7.146 -0.561 -2.282  C160 1.090
165 C -7.206 4.942 0.945  Cl166 1.816, Cl167 1.826, H168 1.090, H169 1.090
166 Cl -8.503 4.882 2.214  C165 1.816
167 Cl -6.521 3.301 0.528  C165 1.826
168 H -7.633 5.486 0.102  C165 1.090
169 H -6.351 5.443 1.398  C165 1.090

Calculated values
Highest occupied orbital energy (spin up / spin down)   -2.78 / -4.97 eV
Frontier orbital gap (spin up / spin down)   1.5665 / 3.7570 eV
Expectation value of S²   0.772
Lowest unoccupied orbital energy (spin up / spin down)   -1.2 / -1.2 eV
Total charge   -1
Strongest force on any atom   3.95 eV/Å
Multiplicity   2

Löwdin atomic charge list, values in e, 99 entries:
1. C -0.11
2. C -0.27
3. C -0.27
4. C -0.24
5. P 1.05
6. C -0.31
7. C -0.28
8. C -0.25
9. C -0.11
10. C -0.23
11. C -0.25
12. C -0.21
13. C -0.10
14. C -0.21
15. C -0.22
16. C -0.29
17. C -0.17
18. H 0.04
19. H 0.05
20. H 0.00
21. H 0.09
22. H 0.02
23. H 0.11
24. H 0.04
25. H 0.09
26. H 0.06
27. H 0.07
28. H 0.03
29. H 0.10
30. H 0.05
31. H 0.07
32. H 0.09
33. H 0.08
34. H 0.01
35. H 0.01
36. H 0.07
37. H 0.09
38. H 0.09
39. H 0.08
40. H 0.10
41. H 0.09
42. H 0.07
43. H 0.04
44. H 0.04
45. H 0.06
46. H 0.10
47. H 0.10
48. H 0.07
49. H 0.06
50. H 0.10
51. H 0.05
52. H 0.02
53. H 0.05
54. Cl 0.59
55. O -0.34
56. O -0.35
57. O -0.39
58. O -0.35
59. C 0.07
60. C -0.23
61. C -0.32
62. O 0.08
63. C 0.04
64. C -0.19
65. C -0.27
66. O 0.08
67. O 0.08
68. O 0.10
69. H 0.13
70. H 0.09
71. H 0.13
72. H 0.11
73. C 0.03
74. C -0.28
75. C -0.40
76. O -0.01
77. C 0.00
78. C -0.29
79. C -0.42
80. O -0.04
81. O 0.01
82. O 0.02
83. H 0.10
84. H 0.12
85. H 0.08
86. H 0.10
87. C 0.06
88. C -0.17
89. C -0.28
90. O 0.08
91. C 0.06
92. C -0.17
93. C -0.29
94. O 0.12
95. O 0.07
96. O 0.06
97. H 0.13
98. H 0.13
99. H 0.10